1.
Density functional theory data (the ωB97M-V functional and the def2-TZVPD basis) for a structure of composition C3H7NOS in a non-equilibrium geometry.

XYZ file:
```
13
Properties=species:S:1:pos:R:3:forces:R:3
S -0.896477 -0.326471 -0.306831 -1.4 0.7 0.2
O 2.307446 0.438341 0.011568 -2.7 -1.2 -1.1
N -0.033015 1.187218 -0.184685 -2.5 -2.0 -0.2
C -2.726790 0.055627 0.125881 0.4 3.7 -0.1
C 2.040248 -1.058716 -0.071195 -0.7 -1.7 2.7
C 1.211051 1.288545 -0.127267 -0.3 -8.2 0.9
H 3.033752 -1.513547 -0.547570 -2.6 1.0 0.8
H -3.300840 -0.908733 -0.145970 0.9 1.8 0.8
H 0.790122 -1.540048 -0.458434 4.6 1.9 0.7
H -2.676848 0.474856 1.231690 -0.6 -1.7 -2.1
H -3.173452 1.123451 -0.466362 1.4 -3.6 1.2
H 1.416283 2.190337 -0.205891 3.4 8.3 -0.4
H 2.008522 -1.410856 1.145063 0.2 0.8 -3.5
```
Forces are in eV/Å.

The total charge is 0. As for the LUMO energy: 0.9 eV. The molar mass comes out at 105.2 Da. The value obtained for the orbital gap is 9.30 eV. The energy relative to the best compared isomer or geometry (same formula, charge and spin) comes out at 5.807 eV. The calculated total energy comes out at -17592.122 eV.

=====

2.
Density functional theory data (the ωB97M-V functional and the def2-TZVPD basis) for a structure of composition C28H23Cl2N3PRhS2 in a non-equilibrium geometry.

XYZ file:
```
60
Properties=species:S:1:pos:R:3:forces:R:3
Rh 0.055312 0.189787 0.025941 0.6 -0.6 -0.4
Cl 5.273190 -0.698596 0.236076 -0.1 0.0 0.1
Cl 0.465153 0.524424 2.372353 0.2 0.1 0.3
S -1.918659 1.556912 0.599243 -0.2 -0.1 0.1
S 2.236831 -0.098683 -0.214891 0.1 0.0 0.2
P -0.134215 0.090344 -2.274853 -1.2 2.3 0.1
N -1.338014 -1.082735 -2.344964 0.0 -0.4 -0.1
N -1.134355 -1.403909 -0.046671 -0.3 -0.5 0.3
N -3.984580 0.963216 2.135542 0.1 0.1 0.1
C -5.315421 -0.665503 0.456305 0.0 0.0 0.0
C 4.058539 -0.096755 3.985450 0.1 0.0 -0.1
C -2.175484 -3.246458 1.062049 0.1 0.0 0.1
C -2.424173 -2.974391 -1.300093 0.0 0.1 0.0
C 2.706226 0.169687 3.846000 0.0 0.0 0.0
C 1.835695 0.951479 -4.007227 0.0 0.0 0.0
C 0.503625 0.087719 -6.292590 -0.1 -0.1 0.1
C -0.074884 2.785990 -1.807286 0.0 0.2 -0.1
C -4.100538 -0.133202 0.078449 0.0 0.0 -0.1
C -0.568250 4.084083 -1.752843 0.1 -0.1 0.0
C 2.352845 1.231140 -5.260256 0.0 0.0 0.0
C -0.021006 -0.212265 -5.042558 0.1 0.0 -0.1
C 0.635349 0.251551 -3.907601 0.7 -1.1 0.5
C 2.178972 0.154290 2.571131 -0.2 0.0 0.0
C -5.872237 -0.362501 1.701834 0.0 0.0 0.0
C -1.634769 -1.823521 -1.217472 0.1 -0.1 -0.1
C -2.691831 -3.682115 -0.157398 -0.1 -0.1 0.0
C -3.395838 0.704201 0.942998 0.2 0.1 0.0
C -2.628153 3.338000 -2.741104 0.0 0.1 0.0
C -5.181322 0.479907 2.527213 0.0 0.0 0.0
C -2.136116 2.043831 -2.802792 0.0 -0.2 0.0
C 1.683557 0.806354 -6.400752 0.0 0.0 0.0
C -1.849327 4.357201 -2.205537 -0.1 0.0 0.0
C -1.405682 -2.116439 1.078545 0.0 0.1 -0.3
C 4.274716 -0.371340 1.606418 0.1 0.0 -0.1
C -0.869682 1.756879 -2.310657 -0.1 0.1 -0.2
C 2.912754 -0.109965 1.428248 -0.1 0.0 -0.3
C 4.840066 -0.365786 2.869318 0.0 0.0 0.1
H -2.350655 -3.791248 1.977790 0.0 0.0 0.0
H 5.896239 -0.572545 2.969898 0.0 0.0 0.0
H -2.233670 5.366960 -2.158273 0.0 0.0 0.0
H -3.693080 -0.306311 -0.905098 0.0 0.0 0.0
H -0.959061 -1.743370 1.984282 0.0 0.0 0.1
H -3.483472 1.594436 2.752294 0.0 0.0 0.0
H -5.532152 0.797329 3.498287 0.0 0.0 0.0
H -2.799720 -3.297616 -2.261645 0.0 0.0 0.0
H 0.938995 2.592679 -1.472625 0.0 0.0 0.1
H 2.083651 0.386991 4.702456 0.0 0.0 0.0
H -6.829472 -0.755519 2.008737 0.0 0.0 0.0
H 3.283124 1.775635 -5.345714 0.0 0.0 0.0
H -2.748658 1.262379 -3.240612 0.0 0.0 0.1
H 2.360690 1.286534 -3.121172 0.0 0.0 0.0
H -0.938677 -0.784119 -4.997444 0.0 0.0 0.0
H 4.506409 -0.092395 4.969039 0.0 0.0 0.0
H 0.050804 4.879300 -1.359700 0.0 0.0 0.0
H 2.088943 1.029244 -7.378179 0.0 0.0 0.0
H -0.011915 -0.250784 -7.180884 0.0 0.0 0.0
H -3.291523 -4.581410 -0.209125 0.0 0.0 0.0
H -5.858474 -1.303301 -0.229486 0.0 0.0 0.0
H -1.638440 -1.487988 -3.220170 0.0 0.1 0.0
H -3.617281 3.552191 -3.123627 0.0 0.0 0.0
```
Forces are in eV/Å.

The total charge is +2. As for the LUMO energy (alpha / beta): -7.1 / -7.1 eV. The molar mass comes out at 670.4 Da. The value obtained for the orbital gap (alpha / beta) is 6.56 / 6.56 eV. The energy relative to the best compared isomer or geometry (same formula, charge and spin) comes out at 1.721 eV. The calculated total energy comes out at -92879.659 eV.

=====

3.
Density functional theory data (the ωB97M-V functional and the def2-TZVPD basis) for a cluster of 2 separate species, C4H10NO3 in total in a non-equilibrium geometry.

XYZ file:
```
18
Properties=species:S:1:pos:R:3:forces:R:3
O -0.941881 -1.410474 -1.398747 -0.6 0.0 0.0
O 0.233782 -3.402172 -0.457009 -0.1 -0.1 0.0
O 1.961997 1.944898 0.167495 -0.2 -0.5 0.9
N -1.204839 0.779552 -0.515342 0.9 1.2 2.3
C -0.394224 -0.194791 -1.340280 -0.1 -0.7 -0.7
C -0.378084 1.249492 0.685899 0.7 -0.1 -2.5
C 0.097539 0.120178 1.552577 1.6 -0.4 0.9
C 0.764367 2.005069 -0.007375 1.1 0.2 -0.8
H -0.351160 0.295291 -2.326402 0.0 0.1 -0.3
H -0.616334 -0.282026 2.287047 0.1 0.3 -0.4
H 1.094045 -3.096950 -0.154414 -0.2 0.1 -0.1
H -0.788488 2.102902 1.237739 -0.9 -0.3 0.1
H -0.280332 -2.574211 -0.880202 0.5 0.0 0.4
H 1.012568 0.457015 2.067628 -0.4 0.2 0.5
H 0.548526 -0.726494 1.009813 -0.9 0.3 -0.3
H 0.692050 -0.255450 -1.044221 -0.5 0.5 0.5
H -1.957392 0.287729 -0.044683 -0.1 -0.6 -0.7
H 0.507853 2.700449 -0.839530 -1.0 -0.2 0.3
```
Forces are in eV/Å.

The total charge is -1. As for the LUMO energy: 3.7 eV. The molar mass comes out at 120.1 Da. The value obtained for the orbital gap is 7.33 eV. The energy relative to the best compared isomer or geometry (same formula, charge and spin) comes out at 3.100 eV. The calculated total energy comes out at -11942.297 eV.

=====

- What is the calculated total energy in the second record?
  -92879.659 eV